C39H85F3IN3O8P2S2 | ωB97M-V/def2-TZVPD

## Properties
Kohn-Sham gap = 6.80 eV

CARTESIAN COORDINATES (ANGSTROEM)
C 4.447 -0.352 -0.640
O 3.565 0.245 -1.681
C 4.303 1.273 -2.434
C 3.739 2.740 -1.965
C 2.953 3.390 -3.253
C 3.180 5.030 -3.254
C 1.834 5.691 -2.583
C 0.774 6.103 -3.763
C -0.748 5.718 -3.247
C -1.765 5.267 -4.480
C -3.213 5.968 -4.171
C -4.452 4.933 -3.902
C -4.007 3.574 -3.025
C -5.258 3.288 -2.011
C -5.513 1.703 -1.606
C -5.218 0.645 -2.868
C -3.674 0.151 -2.994
C -3.523 -0.533 -4.513
S -3.423 0.726 -5.895
P -7.435 1.424 -1.367
O -8.257 2.759 -1.247
C -4.854 1.223 -0.185
C -3.351 1.726 0.139
O -2.234 0.859 -0.232
C -0.974 1.599 -0.403
F 0.145 0.589 -0.391
F -0.683 2.547 0.701
F -0.950 2.249 -1.740
P -5.184 -0.665 0.057
O -3.917 -1.582 0.125
O -5.723 1.823 0.886
S -5.630 3.506 0.926
O -4.576 4.079 1.954
O -7.018 4.016 1.482
C -5.388 4.337 -0.748
O -6.575 5.234 -0.962
I -3.741 5.749 -0.452
H 3.899 -1.320 -0.235
H 4.549 0.434 0.223
H 5.496 -0.600 -1.111
H 4.107 1.084 -3.584
H 5.468 1.248 -2.273
H 3.045 2.643 -1.000
H 4.636 3.437 -1.634
H 3.326 3.000 -4.300
H 1.784 3.198 -3.134
H 4.178 5.346 -2.728
H 3.242 5.452 -4.368
H 1.399 4.896 -1.816
H 2.188 6.615 -1.921
H 1.035 5.706 -4.832
H 0.795 7.294 -3.828
H -0.736 4.827 -2.456
H -1.135 6.660 -2.648
H -1.280 5.734 -5.465
H -1.803 4.111 -4.661
H -3.212 6.755 -3.302
H -3.500 6.581 -5.155
H -5.330 5.510 -3.380
H -4.877 4.585 -4.962
H -2.956 3.680 -2.522
H -3.859 2.778 -3.887
H -6.221 3.541 -2.679
H -5.450 1.293 -3.844
H -6.029 -0.230 -2.909
H -2.885 1.016 -2.934
H -3.332 -0.682 -2.248
H -2.646 -1.308 -4.473
H -4.518 -1.178 -4.652
H -4.690 0.904 -6.525
H -8.014 0.705 -2.512
H -7.747 0.618 -0.216
H -3.107 2.785 -0.319
H -3.278 1.877 1.321
H -6.057 -1.228 -0.978
H -5.922 -0.903 1.307
H -6.276 6.052 -1.491
C 1.486 -4.002 2.196
C 2.499 -4.863 2.945
N 3.655 -5.246 2.132
C 4.456 -6.321 2.726
C 5.149 -6.032 4.052
C 4.422 -4.153 1.533
C 4.989 -3.088 2.469
H 1.177 -4.478 1.259
H 0.590 -3.861 2.810
H 1.885 -3.009 1.967
H 1.970 -5.771 3.259
H 2.801 -4.344 3.861
H 5.208 -6.659 2.001
H 3.801 -7.190 2.871
H 6.004 -5.364 3.926
H 5.537 -6.965 4.475
H 4.470 -5.599 4.792
H 3.782 -3.648 0.799
H 5.243 -4.565 0.932
H 4.247 -2.719 3.182
H 5.327 -2.228 1.880
H 5.854 -3.454 3.023
C -3.174 5.707 7.839
C -4.130 5.126 6.802
N -3.647 3.886 6.190
C -4.387 3.503 4.984
C -5.864 3.164 5.140
C -3.334 2.788 7.106
C -4.438 2.309 8.045
H -2.167 5.829 7.426
H -3.526 6.693 8.160
H -3.111 5.077 8.732
H -4.245 5.887 6.018
H -5.118 4.997 7.257
H -3.880 2.660 4.498
H -4.306 4.327 4.262
H -6.008 2.196 5.625
H -6.332 3.095 4.152
H -6.410 3.925 5.705
H -2.477 3.090 7.721
H -2.961 1.928 6.535
H -4.937 3.135 8.559
H -4.006 1.663 8.816
H -5.190 1.720 7.520
C 6.209 -9.736 0.288
C 7.088 -9.728 -0.959
N 6.519 -8.962 -2.070
C 7.183 -9.213 -3.353
C 8.647 -8.813 -3.478
C 6.195 -7.561 -1.798
C 7.318 -6.659 -1.289
H 5.191 -10.066 0.054
H 6.622 -10.428 1.030
H 6.156 -8.748 0.757
H 7.202 -10.774 -1.271
H 8.088 -9.371 -0.690
H 6.615 -8.731 -4.158
H 7.108 -10.287 -3.567
H 8.767 -7.729 -3.544
H 9.066 -9.234 -4.399
H 9.255 -9.185 -2.647
H 5.383 -7.535 -1.061
H 5.756 -7.104 -2.694
H 7.878 -7.113 -0.467
H 6.890 -5.724 -0.911
H 8.015 -6.393 -2.083